Record 1
Below is a structure of composition C30H41BI2N8ReTe, with properties calculated with ωB97M-V/def2-TZVPD.

```
! RIJCOSX wB97M-V def2-TZVPD def2/J DEFGRID3
* xyz 2 2
Re -0.0149 -0.1616 0.2832
C -0.7967 -1.8432 -2.3323
C -1.1743 -3.1677 -1.6592
C -0.5085 -4.3334 -2.4046
C -0.8264 -3.2240 -0.1961
C -0.9289 -4.3547 0.6152
C -0.4451 -3.9737 1.8516
N -0.0805 -2.6927 1.7832
N -0.3272 -2.2163 0.5518
B 0.6507 -1.8244 2.8154
N -0.2590 -0.6244 3.1477
C -0.8676 -0.4065 4.3138
C -1.6317 0.7320 4.1921
C -1.4510 1.1916 2.8826
N -0.6061 0.3362 2.2652
C -2.1099 2.4844 2.4750
C -1.4121 3.6571 3.1863
C -2.2666 2.8065 0.9964
N 1.9416 -1.2964 2.1669
C 3.1829 -1.4793 2.6234
C 4.0622 -0.8601 1.7600
C 3.2759 -0.3009 0.7537
N 1.9855 -0.5769 1.0213
C 3.8056 0.4707 -0.4173
C 4.9728 -0.2673 -1.0810
C 4.3373 1.8380 0.0323
H -0.5165 -2.0142 -3.3687
H 0.0864 -1.4030 -1.8292
H -1.6297 -1.1376 -2.3366
H -2.2609 -3.3096 -1.7394
H 0.5534 -4.1434 -2.5251
H -0.9503 -4.4395 -3.3912
H -0.6274 -5.2709 -1.8719
H -1.3049 -5.3204 0.3511
H -0.3550 -4.5444 2.7523
H 0.8822 -2.4348 3.7901
H -0.7446 -1.0597 5.1530
H -2.2500 1.1754 4.9425
H -3.1207 2.4200 2.8964
H -0.4164 3.8316 2.7881
H -1.3367 3.4767 4.2538
H -2.0041 4.5563 3.0386
H -1.3095 2.9291 0.5040
H -2.8212 3.7370 0.8930
H -2.8390 2.0242 0.4939
H 3.3772 -2.0356 3.5168
H 5.1258 -0.8134 1.8451
H 2.9965 0.6003 -1.1475
H 5.8372 -0.2772 -0.4234
H 5.2497 0.2488 -1.9962
H 4.7174 -1.2934 -1.3204
H 5.1570 1.7008 0.7331
H 3.5708 2.4349 0.5132
H 4.7155 2.3826 -0.8296
I 2.7678 -1.8563 -3.7150
C 3.5319 -3.6187 -2.7681
I 2.9524 -3.7843 -0.7100
H 4.6139 -3.5883 -2.8184
H 3.1386 -4.4746 -3.3033
N 0.4747 1.6763 -2.4314
C 0.8561 2.3899 -1.3540
C 1.3882 3.6832 -1.5341
C 1.7899 4.4198 -0.4523
C 1.6623 3.8531 0.8212
C 1.1327 2.5938 0.9327
N 0.7010 1.8521 -0.1191
H 0.7085 2.0009 -3.3550
H 0.1774 0.7140 -2.3410
H 1.4922 4.0599 -2.5394
H 2.2343 5.3924 -0.5843
H 1.9934 4.3840 1.6988
H 1.0547 2.1283 1.9047
Te -2.8720 -0.5523 0.1642
C -4.2701 0.1289 -1.2790
C -4.1135 1.2829 -2.0443
C -5.1413 1.7020 -2.8670
C -6.3186 0.9721 -2.9549
C -6.4670 -0.1892 -2.2109
C -5.4546 -0.6100 -1.3706
H -3.2025 1.8606 -1.9769
H -5.0363 2.6092 -3.4398
H -7.1223 1.3058 -3.5944
H -7.3823 -0.7552 -2.2811
H -5.5797 -1.5137 -0.7902
*
```

Properties
Highest occupied orbital energy (spin up / spin down)   -13.0818 / -12.9589 eV
Gap between HOMO and LUMO (spin up / spin down)   4.644 / 4.700 eV

Record 2
Below is a cluster of 12 separate species, C44H112N10O6 in total, with properties calculated with ωB97M-V/def2-TZVPD.

```
! RIJCOSX wB97M-V def2-TZVPD def2/J DEFGRID3
* xyz 0 1
N 1.6315 3.3991 -2.6258
H 2.4822 3.7809 -2.2375
H 0.9188 3.1361 -1.9602
H 1.8914 2.4903 -2.9816
H 1.2035 3.8421 -3.4262
N 1.3729 3.2223 4.2043
H 1.0553 2.8509 3.3204
H 2.2434 2.8420 4.5471
H 0.6196 2.9349 4.8127
H 1.3191 4.2286 4.2727
N 3.8506 -2.3339 -5.9258
H 4.7631 -2.6762 -5.6609
H 4.0936 -1.5256 -6.4806
H 3.4181 -2.0681 -5.0527
H 3.2665 -2.9017 -6.5230
N 5.4234 -1.2355 -0.1859
H 4.5827 -1.0330 -0.7079
H 6.1134 -1.2074 -0.9229
H 5.3813 -2.2013 0.1066
H 5.5443 -0.5960 0.5864
C 8.3103 4.0372 -6.5407
C 7.7579 3.0647 -7.4240
C 6.4839 2.3180 -6.8667
O 5.9270 1.4834 -7.5874
C 5.9784 2.7119 -5.5402
C 6.6520 3.6429 -4.7785
C 7.8952 4.3087 -5.2888
O 8.7351 4.9616 -4.4766
O 6.1515 3.9207 -3.6559
O 8.3137 2.7853 -8.4951
H 9.2472 4.3945 -6.9421
H 5.1590 2.1547 -5.1107
O 1.6114 -1.0562 -1.6797
C 0.4372 -1.3383 -0.9920
C 0.0888 -0.5687 0.4133
O 0.0894 0.8555 0.5425
H 0.5173 -2.3936 -0.7312
H -0.3768 -1.2686 -1.7136
H 0.7877 -0.9496 1.1579
H -0.8531 -0.9006 0.8502
C 5.1038 -7.2132 -1.2227
C 5.1777 -5.7332 -0.9237
N 5.1961 -5.3993 0.5163
C 4.0206 -5.8540 1.2544
C 3.7360 -4.7613 2.2811
C 6.4191 -5.9106 1.1114
C 7.6915 -5.0354 0.9260
H 4.6173 -7.7852 -0.4326
H 6.1031 -7.5293 -1.5223
H 4.4576 -7.3171 -2.0943
H 6.0843 -5.2694 -1.3123
H 4.3566 -5.2018 -1.4048
H 3.1318 -6.0543 0.6561
H 4.1902 -6.8017 1.7655
H 4.5372 -4.8284 3.0171
H 3.7879 -3.7382 1.9087
H 2.8054 -4.9867 2.8020
H 6.6374 -6.8624 0.6272
H 6.3493 -6.1821 2.1648
H 8.0108 -5.0842 -0.1150
H 8.4982 -5.4491 1.5312
H 7.5446 -3.9975 1.2250
C -2.8135 4.6011 -4.3974
C -2.1778 4.2364 -5.7349
N -0.7027 4.4396 -5.7787
C -0.0681 3.6497 -6.8534
C -0.1058 2.2169 -6.5644
C -0.3924 5.9003 -5.9774
C 1.1123 6.2746 -5.6575
H -3.8764 4.8180 -4.5043
H -2.4318 5.5214 -3.9553
H -2.6686 3.8490 -3.6219
H -2.5445 3.2725 -6.0878
H -2.4728 4.9298 -6.5226
H -0.7145 3.8589 -7.7057
H 0.9161 4.0305 -7.1263
H -1.1336 1.8544 -6.5798
H 0.3877 1.6394 -7.3461
H 0.4865 1.9978 -5.6760
H -1.0150 6.5409 -5.3527
H -0.6619 6.1204 -7.0103
H 1.4722 7.2526 -5.9772
H 1.8058 5.5307 -6.0497
H 1.2486 6.4509 -4.5906
C -1.6902 -8.0929 -2.5239
C -2.5663 -8.4382 -1.2742
N -3.5648 -7.4009 -1.0169
C -3.0172 -6.1589 -0.4295
C -2.7671 -6.3190 1.0386
C -4.5736 -7.1090 -2.0141
C -5.4289 -8.3231 -2.4669
H -0.9230 -8.8646 -2.5876
H -1.2780 -7.0907 -2.6419
H -2.2203 -8.2751 -3.4587
H -2.9702 -9.4504 -1.2554
H -1.9132 -8.5236 -0.4056
H -2.3285 -5.6634 -1.1138
H -3.8083 -5.4108 -0.3777
H -2.6752 -5.3023 1.4207
H -3.5993 -6.7810 1.5698
H -1.9653 -6.9878 1.3515
H -4.1603 -6.8503 -2.9890
H -5.0963 -6.1701 -1.8310
H -6.1311 -8.0948 -3.2687
H -5.9548 -8.6623 -1.5745
H -4.9066 -9.2480 -2.7114
C 2.9573 9.2738 4.6605
C 2.5146 7.7731 4.7723
N 1.2606 7.4502 4.0697
C 1.3653 8.0174 2.7314
C 0.3040 7.2861 1.7874
C -0.0151 7.8759 4.7280
C -0.1260 7.4033 6.2050
H 2.0711 9.8131 4.9951
H 3.3525 9.6784 3.7287
H 3.7546 9.5796 5.3380
H 3.2880 7.1710 4.2953
H 2.5379 7.4480 5.8124
H 2.3146 7.8686 2.2166
H 1.1977 9.0944 2.7265
H -0.7347 7.5376 2.0021
H 0.4768 6.2102 1.7621
H 0.3704 7.5788 0.7395
H -0.1094 8.9554 4.6103
H -0.7681 7.3633 4.1294
H -1.1551 7.2351 6.5225
H 0.2657 6.3868 6.2418
H 0.4199 7.9378 6.9824
C -10.2634 -1.4520 -1.0974
C -9.2954 -0.9885 -0.0455
N -7.8617 -1.3603 -0.3547
C -7.1552 -0.2518 -0.9872
C -5.9950 -0.9277 -1.8512
C -7.2066 -1.5998 0.9521
C -7.4761 -3.1065 1.4361
H -9.9877 -0.9585 -2.0293
H -11.2826 -1.2725 -0.7552
H -10.1911 -2.5290 -1.2483
H -9.3686 0.0990 -0.0381
H -9.6382 -1.3544 0.9224
H -7.8554 0.2920 -1.6213
H -6.7448 0.4698 -0.2809
H -5.4070 -0.1601 -2.3542
H -5.4054 -1.5789 -1.2059
H -6.4152 -1.6238 -2.5772
H -7.5930 -0.9546 1.7411
H -6.1411 -1.3717 0.9790
H -8.5479 -3.3009 1.4755
H -6.9762 -3.3311 2.3782
H -7.0264 -3.8202 0.7459
C -1.2706 -1.9808 7.0898
C -0.7993 -0.6535 6.3736
N -1.1361 0.6465 6.9354
C -0.8490 0.6838 8.3730
C 0.5962 0.5101 8.7474
C -2.5721 0.9383 6.8475
C -3.2215 0.8459 5.4065
H -0.6113 -2.1914 7.9319
H -2.3027 -1.8633 7.4200
H -1.2985 -2.7642 6.3324
H -1.2972 -0.7727 5.4114
H 0.2812 -0.7888 6.3267
H -1.4708 -0.0547 8.8790
H -1.2151 1.6330 8.7642
H 0.7616 0.2845 9.8009
H 0.9611 1.5096 8.5110
H 1.1180 -0.3412 8.3102
H -2.8441 1.9135 7.2514
H -3.2014 0.3294 7.4965
H -3.1301 -0.1938 5.0920
H -2.5959 1.4325 4.7338
H -4.2668 1.1342 5.2957
*
```

Properties
Highest occupied orbital energy   -3.7274 eV
Energy relative to the best compared isomer or geometry (same formula, charge and spin)   0.0 kJ/mol
Gap between HOMO and LUMO   2.086 eV

Record 3
Below is the ion C2H2N4P with charge +1, with properties calculated with ωB97M-V/def2-TZVPD.

```
! RIJCOSX wB97M-V def2-TZVPD def2/J DEFGRID3
* xyz 1 1
N -2.3888 1.6646 0.7596
N -1.7730 1.0784 0.0546
P -1.0552 -0.0201 -0.9306
C 0.7934 0.4159 -0.5874
C 1.2570 -0.5355 0.2442
N 0.3768 -1.5622 0.4763
N -0.7703 -1.4829 0.1844
H 1.2839 1.1804 -0.9824
H 2.2762 -0.7386 0.7812
*
```

Properties
Highest occupied orbital energy   -14.4744 eV
Energy relative to the best compared isomer or geometry (same formula, charge and spin)   73.6 kJ/mol
Gap between HOMO and LUMO   7.783 eV

Record 4
Below is the molecule C4H10N2OS, with properties calculated with ωB97M-V/def2-TZVPD.

```
! RIJCOSX wB97M-V def2-TZVPD def2/J DEFGRID3
* xyz 0 1
O -1.6479 -1.4540 0.8152
C -0.8944 -1.2678 1.7854
N 0.3100 -0.1423 1.6403
C 0.4266 0.2823 0.3333
C -0.9069 1.0652 -0.0955
S -0.6714 2.0157 -1.5934
C 0.8152 -0.8487 -0.6987
N 1.5555 -0.4143 -1.8413
H -0.3500 -2.1656 2.1472
H -1.2678 -0.6853 2.6765
H 1.1588 1.1044 0.2511
H -1.8148 0.4798 -0.1920
H -1.0316 1.5894 0.8534
H -0.5321 3.2495 -1.0886
H 1.2691 -1.6769 -0.1500
H -0.1501 -1.2848 -0.9819
H 2.5308 -0.2826 -1.6060
H 1.2009 0.4359 -2.2550
*
```

Properties
Highest occupied orbital energy   -8.7906 eV
Energy relative to the best compared isomer or geometry (same formula, charge and spin)   615.4 kJ/mol
Gap between HOMO and LUMO   6.363 eV

Record 5
Below is a cluster of 11 separate species, C15H51BClFO10 in total, with properties calculated with ωB97M-V/def2-TZVPD.

```
! RIJCOSX wB97M-V def2-TZVPD def2/J DEFGRID3
* xyz 0 1
C -0.8595 2.3521 -2.4255
C 0.3567 1.4246 -1.8369
Cl 1.7865 1.6294 -3.0570
C 0.0479 -0.1839 -1.7873
B -1.5030 -0.5920 -1.4324
C -2.4992 0.1458 -0.3535
C -1.7510 0.7692 0.9698
F -3.4251 1.1399 -1.0150
H -1.5495 1.8308 -3.2150
H -1.4506 2.7681 -1.4819
H -0.3405 3.3091 -2.9152
H 0.7482 1.8291 -0.8106
H 0.3012 -0.6270 -2.8666
H 0.8140 -0.6930 -1.0534
H -1.9433 -1.5562 -1.9917
H -3.2298 -0.7050 0.0566
H -2.3396 0.3767 1.9315
H -0.6399 0.4180 1.1181
H -1.8721 1.9558 1.0112
C -2.9748 2.9902 -5.6813
O -1.6967 2.5347 -5.2772
H -3.5024 3.3866 -4.8105
H -2.8620 3.7807 -6.4272
H -3.5437 2.1569 -6.1010
H -1.2526 2.1890 -6.0701
C -2.8886 5.4032 -1.5402
O -1.6240 5.1941 -0.9390
H -2.7837 5.3244 -2.6249
H -3.5907 4.6435 -1.1881
H -3.2548 6.4003 -1.2832
H -1.7485 5.2700 0.0224
C -3.2235 9.3623 -1.5523
O -4.1924 8.8628 -2.4557
H -3.7321 9.7714 -0.6761
H -2.5617 8.5506 -1.2407
H -2.6451 10.1527 -2.0372
H -3.7117 8.5068 -3.2223
C 1.6082 -3.5703 -2.4516
O 1.4726 -2.7716 -1.2907
H 1.0547 -3.1042 -3.2703
H 2.6640 -3.6432 -2.7238
H 1.2008 -4.5660 -2.2597
H 1.9738 -3.2099 -0.5820
C 5.2100 -3.8935 0.2342
O 3.8400 -4.1566 -0.0068
H 5.3049 -2.9179 0.7169
H 5.6201 -4.6641 0.8914
H 5.7522 -3.8823 -0.7146
H 3.7873 -5.0279 -0.4353
C 1.4341 -3.6300 2.6019
O 2.7548 -3.1219 2.6445
H 0.9680 -3.4905 3.5801
H 0.8589 -3.0896 1.8462
H 1.4604 -4.6959 2.3619
H 3.1427 -3.2596 1.7635
C 5.6566 -7.5805 2.4845
O 5.0727 -6.2922 2.4246
H 5.8196 -7.9444 1.4672
H 6.6149 -7.5235 3.0066
H 4.9834 -8.2626 3.0096
H 4.9400 -5.9956 3.3411
C -6.3142 -0.8280 -0.4292
O -6.8186 -1.1157 0.8619
H -5.9430 0.1995 -0.4449
H -5.4950 -1.5125 -0.6624
H -7.1140 -0.9354 -1.1661
H -7.1404 -2.0331 0.8452
C -2.1354 3.4862 4.1567
O -2.4430 3.8775 2.8314
H -1.4878 2.6067 4.1263
H -1.6160 4.3009 4.6671
H -3.0578 3.2385 4.6879
H -3.0182 4.6593 2.8904
C 6.9120 -4.4957 5.8060
O 6.6045 -4.1043 4.4807
H 7.5596 -5.3751 5.7756
H 7.4315 -3.6810 6.3164
H 5.9897 -4.7433 6.3372
H 6.0293 -3.3225 4.5397
*
```

Properties
Highest occupied orbital energy   -9.5626 eV
Gap between HOMO and LUMO   9.956 eV

Record 6
Below is a structure of composition C15H35BaN11O11, with properties calculated with ωB97M-V/def2-TZVPD.

```
! RIJCOSX wB97M-V def2-TZVPD def2/J DEFGRID3
* xyz 0 1
Ba -1.1138 0.2096 0.4643
C 0.8689 3.0152 -4.5929
C -0.1540 2.5126 -3.8328
C -0.0729 1.1139 -3.3092
O -0.9121 0.6293 -2.4573
C 1.0487 0.3264 -3.5553
C 2.0816 0.7808 -4.4365
C 2.0332 2.2786 -4.9040
O 2.9782 2.5818 -5.6532
O 3.0599 0.1746 -4.8882
O -1.2835 3.1286 -3.8104
H 0.8542 3.9739 -5.0964
H 1.2007 -0.6489 -3.1097
C 2.6762 -0.4797 -0.0479
O 1.5963 0.0918 0.1300
N 2.9161 -1.7126 0.4050
N 3.7482 0.1918 -0.5561
H 2.2089 -2.2950 0.8253
H 3.7894 -2.0980 0.0856
H 3.4437 1.0189 -1.0474
H 4.5536 -0.3274 -0.8598
C 0.4906 3.2959 -0.4711
O -0.6178 2.9394 -0.0604
N 0.6416 4.0523 -1.5572
N 1.6438 2.9729 0.1474
H -0.1713 4.2055 -2.1390
H 1.5844 4.2777 -1.8172
H 2.5540 3.2821 -0.1395
H 1.5534 2.3551 0.9359
C -0.9282 -2.8107 -1.9849
O -0.6520 -2.1294 -1.0019
N -0.0887 -3.7399 -2.4987
N -2.1957 -2.8878 -2.4502
H -0.4403 -4.2716 -3.2724
H 0.7411 -3.8946 -1.9557
H -2.9065 -2.2441 -2.1563
H -2.2631 -3.5128 -3.2339
C -0.0965 2.4854 3.4658
O -0.1001 1.4644 2.7756
N -1.2821 3.0363 3.8415
N 0.9696 3.1177 3.9423
H -2.1732 2.5945 3.7270
H -1.1244 3.9594 4.2069
H 0.8275 3.8441 4.6180
H 1.8422 2.8140 3.5430
C -3.9910 2.3791 -0.9350
O -3.2007 1.7934 -0.1943
N -5.3353 2.2687 -0.9112
N -3.6200 3.0552 -2.0567
H -5.8039 2.6744 -1.6938
H -5.6985 1.4924 -0.3832
H -4.2975 3.5447 -2.6050
H -2.6629 2.9431 -2.3962
C -0.1382 -1.8567 4.6797
C 0.4425 -2.0629 3.3146
C 1.1401 -3.4220 3.2408
O 1.3986 -3.7781 1.9128
C 1.9092 -5.0811 1.6729
N -0.5964 -1.8932 2.3026
H -0.5335 -0.8405 4.6919
H 0.5853 -2.0090 5.4838
H -0.9056 -2.5702 4.9925
H 1.2130 -1.3003 3.1684
H 0.4758 -4.2313 3.5771
H 1.9857 -3.4055 3.9350
H 2.3134 -5.1059 0.6621
H 1.1375 -5.8180 1.9029
H 2.7881 -5.4186 2.2322
H -0.2681 -2.5401 1.5831
H -1.3971 -2.4018 2.6699
O -3.1608 -1.7600 0.8676
H -3.3716 -2.5909 0.4298
H -3.7381 -1.7371 1.6376
*
```

Properties
Highest occupied orbital energy   -5.0052 eV
Gap between HOMO and LUMO   4.197 eV

Record 7
Below is the molecule C2H7OP, with properties calculated with ωB97M-V/def2-TZVPD.

```
! RIJCOSX wB97M-V def2-TZVPD def2/J DEFGRID3
* xyz 0 1
C 1.3712 -0.3863 0.2068
C -0.1452 -0.5435 0.3977
O -0.8235 0.5177 -0.4267
P -1.6950 1.6459 0.3205
H 1.8324 0.0507 1.0466
H 1.6721 -1.4126 0.0436
H 1.4455 0.2910 -0.5904
H -0.5639 -0.4763 1.4329
H -0.6527 -1.4090 -0.0105
H -2.1599 2.2426 -0.8064
H -2.8406 0.7196 0.4813
*
```

Properties
Highest occupied orbital energy   -8.7924 eV
Energy relative to the best compared isomer or geometry (same formula, charge and spin)   116.7 kJ/mol
Gap between HOMO and LUMO   9.855 eV

Record 8
Below is a structure of composition C9H14N3, with properties calculated with ωB97M-V/def2-TZVPD.

```
! RIJCOSX wB97M-V def2-TZVPD def2/J DEFGRID3
* xyz 1 1
C 3.6603 0.2666 0.2931
C 2.7690 1.1554 -0.2531
C 1.7635 -0.7128 0.4655
C -2.0113 -1.5315 0.8172
C 0.1328 0.9924 -0.4594
C -0.6688 0.2798 -1.5579
C -2.1224 0.1921 -1.2565
C -2.5405 -0.5851 0.0409
C -1.0086 -2.0849 1.4116
N 3.0104 -0.8056 0.7966
N 1.5251 0.5136 -0.2797
N -0.6204 0.9230 0.7883
H 4.7370 0.5134 0.3469
H 3.0920 2.0575 -0.5779
H 0.9992 -1.5635 0.5596
H -0.5033 0.7737 -2.4456
H -0.2411 -0.8007 -1.6995
H -2.4182 1.2931 -1.1454
H -2.7393 -0.0557 -2.1461
H -3.5523 -0.5175 0.1044
H -0.7348 -3.1724 1.3262
H -0.7069 -1.6614 2.4034
H -1.4953 0.2842 0.5176
H 0.0395 0.4082 1.3637
H -0.7045 1.8075 1.3512
H 0.3390 2.0307 -0.7652
*
```

Properties
Highest occupied orbital energy   -12.4066 eV
Energy relative to the best compared isomer or geometry (same formula, charge and spin)   475.5 kJ/mol
Gap between HOMO and LUMO   9.093 eV

Number 1: E_tot -69984.2155 eV. Number 2: E_tot -74609.2059 eV. Number 3: E_tot -17343.8473 eV. Number 4: E_tot -20167.5452 eV. Number 5: E_tot -52765.6635 eV. Number 6: E_tot -55735.8042 eV. Number 7: E_tot -13522.4513 eV. Number 8: E_tot -14019.0540 eV.